(1)
DFT (the ωB97M-V functional and the def2-TZVPD basis) results for a molecular structure, C11H16GaN5O2S.

multiplicity = 1
Kohn-Sham gap = 7.950 eV
HOMO = -0.57232 Ha
energy relative to the best compared isomer or geometry (same formula, charge and spin) = 0.00 kJ/mol
net charge = +2

Geometry (Å):
Ga  -0.18  0.03  -0.21
C  -0.57  -1.41  3.92
C  -0.62  -1.14  2.46
N  -0.51  0.00  1.90
N  -0.32  1.17  2.52
C  -0.41  2.31  1.79
N  -0.21  3.46  2.38
S  -0.83  2.27  0.13
C  -0.89  -2.23  1.48
C  -1.15  -3.53  1.86
C  -1.42  -4.49  0.90
C  -1.41  -4.12  -0.44
C  -1.15  -2.80  -0.76
N  -0.89  -1.88  0.17
H  -0.11  -0.60  4.48
H  0.00  -2.31  4.13
H  -1.59  -1.55  4.30
H  -0.09  1.21  3.51
H  0.05  3.54  3.36
H  -0.26  4.31  1.85
H  -1.16  -3.80  2.91
H  -1.63  -5.51  1.18
H  -1.61  -4.84  -1.22
H  -1.15  -2.47  -1.79
N  -0.17  0.16  -2.33
C  1.20  0.57  -2.81
C  2.31  -0.34  -2.28
C  2.64  -0.08  -0.82
O  3.72  0.19  -0.40
O  1.57  -0.18  0.00
H  -0.41  -0.71  -2.81
H  -0.84  0.85  -2.67
H  1.38  1.59  -2.49
H  1.20  0.56  -3.90
H  3.21  -0.18  -2.86
H  2.02  -1.39  -2.39

=====

(2)
DFT (the ωB97M-V functional and the def2-TZVPD basis) results for a molecular structure, C6H19O11Sr.

multiplicity = 1
Kohn-Sham gap = 2.550 eV
HOMO = -0.14428 Ha
energy relative to the best compared isomer or geometry (same formula, charge and spin) = 940.51 kJ/mol
net charge = -1

Geometry (Å):
Sr  0.41  0.77  -0.80
C  -0.89  4.14  4.43
C  -1.80  2.96  4.18
O  -1.87  2.61  2.96
O  -2.33  2.29  5.12
H  -1.02  4.53  5.44
H  -1.03  4.94  3.70
H  0.18  3.90  4.47
C  -4.24  -3.62  -3.89
C  -3.40  -2.59  -3.20
O  -3.84  -1.93  -2.23
O  -2.24  -2.44  -3.50
H  -4.28  -3.39  -4.95
H  -5.23  -3.63  -3.43
H  -3.88  -4.62  -3.69
C  1.37  -4.75  3.16
C  0.08  -4.07  3.06
O  0.02  -3.13  2.28
O  -0.93  -4.47  3.64
H  1.53  -5.07  4.19
H  2.18  -4.07  2.91
H  1.42  -5.58  2.44
O  3.06  1.73  -4.25
H  3.32  1.05  -4.87
H  3.62  2.47  -4.44
O  3.39  -2.38  -1.61
H  4.32  -2.49  -1.81
H  3.01  -3.25  -1.72
O  1.58  4.91  -0.96
H  1.59  5.63  -0.33
H  1.79  5.33  -1.80
O  3.27  1.50  2.27
H  3.93  2.17  2.45
H  3.30  0.92  3.03
O  -1.93  3.04  -3.80
H  -1.59  3.49  -4.58
H  -2.88  3.08  -3.89

=====

(3)
DFT (the ωB97M-V functional and the def2-TZVPD basis) results for a molecular structure, C31H45Br2NO3S2SiTeTi.

multiplicity = 1
Kohn-Sham gap = 6.483 eV
HOMO = -0.50070 Ha
energy relative to the best compared isomer or geometry (same formula, charge and spin) = 79.29 kJ/mol
net charge = +2

Geometry (Å):
Ti  -0.14  -1.50  -0.57
Br  -2.58  -3.40  0.77
C  -2.45  -4.53  -0.78
Br  -1.29  -3.67  -2.08
H  -3.43  -4.64  -1.23
H  -2.01  -5.47  -0.50
C  1.05  -3.87  1.43
C  1.86  -3.75  0.18
C  2.95  -4.62  -0.01
C  3.66  -4.58  -1.17
C  3.32  -3.65  -2.18
C  4.05  -3.53  -3.38
C  3.71  -2.57  -4.29
C  2.64  -1.70  -4.03
C  1.92  -1.81  -2.87
S  0.55  -0.73  -2.58
C  2.24  -2.79  -1.92
N  1.51  -2.86  -0.75
H  1.68  -4.21  2.26
H  0.27  -4.62  1.30
H  0.59  -2.93  1.73
H  3.21  -5.31  0.78
H  4.50  -5.25  -1.33
H  4.88  -4.21  -3.56
H  4.27  -2.47  -5.21
H  2.38  -0.93  -4.75
C  4.06  -0.44  -0.35
C  3.31  0.42  0.65
C  3.85  1.84  0.64
C  3.37  -0.22  2.03
O  1.91  0.46  0.19
Si  0.63  1.17  0.94
S  -0.61  -0.57  1.41
O  -0.32  1.92  -0.14
C  -0.14  3.19  -0.87
C  0.36  2.82  -2.26
C  0.85  4.09  -0.15
C  -1.51  3.83  -0.92
O  1.04  1.97  2.25
C  0.38  2.45  3.47
C  1.18  3.66  3.92
C  0.45  1.33  4.50
C  -1.06  2.81  3.15
H  5.13  -0.40  -0.13
H  3.90  -0.09  -1.37
H  3.75  -1.48  -0.27
H  4.91  1.84  0.92
H  3.31  2.47  1.34
H  3.78  2.25  -0.37
H  4.41  -0.29  2.36
H  2.95  -1.23  2.00
H  2.82  0.38  2.76
H  1.32  2.30  -2.19
H  0.50  3.73  -2.85
H  -0.35  2.18  -2.77
H  1.83  3.63  -0.05
H  0.49  4.37  0.84
H  0.98  5.01  -0.73
H  -2.23  3.20  -1.44
H  -1.45  4.78  -1.45
H  -1.87  4.02  0.09
H  2.22  3.39  4.10
H  0.75  4.06  4.84
H  1.15  4.44  3.16
H  1.48  1.06  4.72
H  -0.09  0.45  4.16
H  -0.01  1.67  5.43
H  -1.11  3.57  2.37
H  -1.56  3.19  4.04
H  -1.61  1.92  2.81
C  -3.68  0.47  0.16
Te  -2.40  0.00  -1.49
C  -4.03  -1.27  -2.07
C  -5.24  -0.57  -1.50
C  -6.50  -0.76  -2.03
C  -7.60  -0.13  -1.46
C  -7.43  0.71  -0.37
C  -6.16  0.92  0.16
C  -5.06  0.28  -0.40
H  -3.48  1.49  0.48
H  -3.45  -0.22  0.97
H  -3.90  -2.26  -1.64
H  -4.06  -1.36  -3.16
H  -6.64  -1.41  -2.89
H  -8.58  -0.28  -1.88
H  -8.28  1.22  0.07
H  -6.02  1.59  1.00

=====

(4)
DFT (the ωB97M-V functional and the def2-TZVPD basis) results for 6 unconnected molecules or ions with the total composition H12O6.

multiplicity = 1
Kohn-Sham gap = 9.172 eV
HOMO = -0.34396 Ha
energy relative to the best compared isomer or geometry (same formula, charge and spin) = 398.61 kJ/mol
net charge = 0

Geometry (Å):
O  0.93  0.10  0.79
H  0.71  0.79  0.16
H  0.15  0.03  1.35
O  -2.28  0.35  -2.63
H  -2.32  0.61  -1.70
H  -3.09  -0.16  -2.77
O  -2.59  -1.52  0.25
H  -3.36  -1.60  -0.33
H  -2.05  -0.85  -0.18
O  -0.10  3.63  1.46
H  -1.03  3.82  1.58
H  -0.09  2.81  0.96
O  2.58  0.17  1.62
H  2.83  -0.50  0.98
H  3.05  -0.08  2.43
O  1.68  -2.78  -1.43
H  2.15  -2.31  -2.12
H  1.31  -2.09  -0.87

=====

(5)
DFT (the ωB97M-V functional and the def2-TZVPD basis) results for 2 unconnected molecules or ions with the total composition C3H4F2S.

multiplicity = 1
Kohn-Sham gap (spin up / spin down) = 7.413 / 7.336 eV
HOMO (spin up / spin down) = -0.27713 / -0.27642 Ha
energy relative to the best compared isomer or geometry (same formula, charge and spin) = 323.37 kJ/mol
net charge = 0

Geometry (Å):
C  -1.75  -0.61  0.36
C  0.88  0.84  -0.44
C  0.69  -0.44  0.24
F  0.92  -0.78  1.50
F  0.96  -1.54  -0.56
S  -2.61  0.69  0.62
H  -1.88  -1.62  0.26
H  1.90  1.27  -0.47
H  0.18  1.60  -0.02
H  0.71  0.58  -1.48

=====

(6)
DFT (the ωB97M-V functional and the def2-TZVPD basis) results for a gas-phase ion, C7H10N3O (charge +1).

multiplicity = 1
Kohn-Sham gap (spin up / spin down) = 7.620 / 7.620 eV
HOMO (spin up / spin down) = -0.40092 / -0.40091 Ha
energy relative to the best compared isomer or geometry (same formula, charge and spin) = 224.72 kJ/mol
net charge = +1

Geometry (Å):
C  2.66  0.44  0.15
C  1.92  1.62  0.01
C  1.98  -0.75  0.20
C  0.55  1.58  -0.07
C  0.59  -0.83  0.10
C  -0.19  0.36  -0.03
C  -1.10  -2.63  -0.04
N  0.09  -2.13  0.15
N  -1.52  0.31  -0.10
N  -2.21  1.57  -0.18
O  -1.40  -3.90  -0.01
H  3.73  0.48  0.22
H  2.43  2.57  -0.03
H  2.54  -1.67  0.31
H  0.03  2.52  -0.18
H  -1.92  -1.94  -0.25
H  0.84  -2.79  0.35
H  -3.21  1.34  -0.12
H  -2.03  2.06  -1.08
H  -1.95  2.22  0.59
H  -0.65  -4.50  0.15

=====

(7)
DFT (the ωB97M-V functional and the def2-TZVPD basis) results for a single C4H4IN molecule.

multiplicity = 1
Kohn-Sham gap = 7.939 eV
HOMO = -0.31068 Ha
energy relative to the best compared isomer or geometry (same formula, charge and spin) = 652.90 kJ/mol
net charge = 0

Geometry (Å):
C  -0.14  -1.18  -0.40
C  0.81  -1.86  0.13
C  -0.92  0.00  -0.61
C  -0.20  0.66  0.51
N  1.11  -0.46  0.65
I  2.70  0.66  -0.02
H  -0.78  0.43  -1.56
H  -2.06  -0.24  -0.49
H  0.16  1.68  0.37
H  -0.69  0.31  1.42

=====

(8)
DFT (the ωB97M-V functional and the def2-TZVPD basis) results for a molecular structure, C7H11Al3BrCl2FN2OS.

multiplicity = 1
Kohn-Sham gap = 1.959 eV
HOMO = -0.53120 Ha
net charge = +2

Geometry (Å):
C  1.96  -0.95  -6.34
C  2.27  -1.00  -5.09
Al  3.06  -1.28  -3.18
N  1.99  -2.72  -2.41
C  1.66  -3.47  -3.29
S  1.06  -4.26  -4.58
H  1.98  -1.12  -7.45
H  4.59  -1.78  -3.23
H  2.92  0.06  -2.32
C  1.34  -1.24  1.19
C  2.54  -0.48  0.79
N  3.48  0.11  0.48
H  1.50  -1.71  2.17
H  0.47  -0.55  1.25
H  1.13  -2.02  0.45
Al  -0.79  -0.83  2.52
O  -1.07  -4.02  2.61
H  -1.40  -4.88  2.90
Br  0.30  1.78  2.15
F  2.36  1.00  -4.72
Cl  -5.12  2.74  1.56
C  -4.45  3.70  2.90
C  -3.28  3.01  3.56
Cl  -3.77  1.54  4.45
H  -5.25  3.90  3.61
H  -4.13  4.65  2.48
H  -2.81  3.67  4.29
H  -2.52  2.72  2.83
Al  -0.04  3.44  0.40

=====

(9)
DFT (the ωB97M-V functional and the def2-TZVPD basis) results for 2 unconnected molecules or ions with the total composition C5H12N3.

multiplicity = 3
Kohn-Sham gap (spin up / spin down) = 6.472 / 8.005 eV
HOMO (spin up / spin down) = -0.36840 / -0.51169 Ha
energy relative to the best compared isomer or geometry (same formula, charge and spin) = 262.60 kJ/mol
⟨S²⟩ = 2.01
net charge = +1

Geometry (Å):
C  -1.77  -0.13  -0.82
C  -0.90  -1.10  -0.21
C  -0.14  2.27  0.38
C  1.63  1.08  -0.88
C  0.60  0.22  1.05
N  0.02  -3.07  0.71
N  -0.76  -2.26  0.05
N  0.71  1.29  0.22
H  -2.11  -0.49  -1.85
H  -2.50  0.14  -0.20
H  -1.33  0.86  -0.96
H  -0.77  2.22  1.18
H  -0.04  3.07  -0.34
H  2.68  1.28  -0.43
H  1.51  0.14  -1.40
H  1.48  1.78  -1.83
H  1.32  -0.57  0.98
H  0.17  0.16  1.99
H  -0.03  -4.04  0.69
H  0.22  -2.85  1.67

=====

(10)
DFT (the ωB97M-V functional and the def2-TZVPD basis) results for 4 unconnected molecules or ions with the total composition C27H61BBrClN10O7P.

multiplicity = 1
Kohn-Sham gap = 5.390 eV
HOMO = -0.37776 Ha
net charge = +1

Geometry (Å):
C  -6.46  0.37  -2.82
C  -5.57  1.64  -3.38
B  -4.05  1.12  -3.58
O  -3.86  -0.22  -4.13
N  -2.77  1.90  -3.30
C  -2.15  2.66  -4.44
C  -3.35  3.46  -5.21
N  -3.89  4.52  -4.63
C  -2.18  1.90  -2.11
N  -0.92  2.56  -1.67
O  -1.02  3.71  -0.97
C  -0.22  1.38  -0.98
N  0.79  2.04  -0.10
C  1.87  2.41  -0.74
O  2.91  2.69  -1.36
P  0.66  0.60  -2.52
N  1.76  -0.52  -2.09
C  -1.41  0.48  -0.27
C  -1.05  0.53  1.29
C  -2.01  -0.30  2.27
O  -3.26  -0.22  2.36
Br  -1.13  -1.59  3.55
C  -1.62  -1.04  -0.82
Cl  -3.36  -1.67  -0.52
C  -0.62  -2.13  -0.17
C  -0.56  -3.42  -1.17
N  -2.59  1.18  -0.85
C  -3.56  1.91  0.01
N  -4.88  1.18  0.19
C  -5.57  1.81  1.39
H  -7.07  0.80  -1.93
H  -5.72  -0.38  -2.35
H  -7.13  -0.09  -3.63
H  -5.60  2.55  -2.68
H  -5.98  1.89  -4.42
H  -2.94  -0.29  -4.49
H  -1.58  1.96  -5.17
H  -1.40  3.46  -4.10
H  -3.74  3.09  -6.23
H  -3.42  4.70  -3.72
H  -1.35  3.57  -0.05
H  1.28  1.63  -3.35
H  -0.38  0.05  -3.37
H  1.78  -0.56  -1.06
H  0.01  0.07  1.41
H  -1.08  1.63  1.67
H  -1.50  -1.14  -1.97
H  0.41  -1.73  0.12
H  -1.11  -2.53  0.80
H  0.43  -4.00  -1.10
H  -1.38  -4.16  -0.79
H  -0.84  -3.17  -2.25
H  -3.85  2.88  -0.57
H  -3.16  2.27  1.03
H  -5.46  1.52  -0.61
H  -6.69  1.98  1.11
H  -5.58  1.11  2.31
H  -5.15  2.87  1.64
C  -1.96  8.23  -8.67
C  -1.51  6.84  -9.08
C  -2.66  5.82  -9.19
O  -3.14  5.34  -7.93
C  -4.06  6.21  -7.29
N  -0.47  6.38  -8.15
H  -2.18  8.30  -7.60
H  -1.17  8.96  -8.87
H  -2.85  8.54  -9.23
H  -1.06  6.92  -10.08
H  -2.28  4.93  -9.71
H  -3.49  6.21  -9.80
H  -4.70  6.74  -8.00
H  -3.53  6.92  -6.65
H  -4.70  5.61  -6.64
H  -0.10  5.49  -8.48
H  -0.93  6.13  -7.27
C  2.20  -1.25  6.80
C  1.37  -2.50  7.08
C  2.22  -3.73  7.46
O  2.86  -4.36  6.36
C  4.07  -3.74  5.95
N  0.50  -2.77  5.93
H  2.68  -1.29  5.81
H  1.57  -0.36  6.81
H  2.98  -1.12  7.55
H  0.73  -2.27  7.94
H  1.54  -4.49  7.87
H  2.94  -3.50  8.25
H  4.63  -3.33  6.80
H  3.87  -2.97  5.21
H  4.69  -4.50  5.47
H  -0.12  -3.54  6.16
H  1.10  -3.16  5.19
C  8.62  -7.58  7.80
C  7.42  -7.44  6.87
C  7.80  -7.06  5.42
O  8.16  -5.69  5.25
C  9.49  -5.38  5.61
N  6.48  -6.47  7.45
H  9.03  -6.61  8.11
H  8.33  -8.10  8.72
H  9.42  -8.15  7.33
H  6.93  -8.42  6.83
H  6.92  -7.22  4.79
H  8.58  -7.72  5.03
H  10.18  -6.20  5.38
H  9.55  -5.11  6.66
H  9.80  -4.51  5.03
H  5.64  -6.45  6.87
H  6.88  -5.54  7.31

=====

(11)
DFT (the ωB97M-V functional and the def2-TZVPD basis) results for 2 unconnected molecules or ions with the total composition C5H6OS2.

multiplicity = 3
Kohn-Sham gap (spin up / spin down) = 7.410 / 7.076 eV
HOMO (spin up / spin down) = -0.25031 / -0.34200 Ha
energy relative to the best compared isomer or geometry (same formula, charge and spin) = 291.69 kJ/mol
⟨S²⟩ = 2.01
net charge = 0

Geometry (Å):
C  1.38  -1.43  0.16
C  1.16  -0.39  -0.91
C  0.11  -1.02  0.84
C  -0.11  -0.01  -0.25
C  -1.02  2.18  -0.01
O  -2.56  -0.94  0.31
S  2.58  -0.08  0.17
S  -1.31  -1.36  -0.32
H  1.74  -2.44  0.05
H  1.35  -0.45  -1.97
H  -0.08  -0.95  1.90
H  -1.59  1.98  0.88
H  -1.54  2.21  -0.94
H  -0.10  2.73  0.08

=====

Per-record largest force on an atom, eV Å⁻¹: 0.83, 5.07, 0.57, 7.33, 4.90, 1.79, 3.24, 4.11, 5.72, 7.96, 2.74